Record 1
Formula: B3BeH12
Source: the Open Molecules 2025 dataset
Level of theory: ωB97M-V/def2-TZVPD

Structure (XYZ):
```
16
Properties=species:S:1:pos:R:3:forces:R:3:lowdin_charge:R:1
Be 23.331 0.540 20.355 0.2 -1.7 -0.6 0.962
B 21.524 -1.281 20.429 0.5 2.0 0.2 -0.389
H 22.098 -1.196 19.520 2.2 0.5 -3.8 -0.083
H 20.925 -2.178 20.401 -2.2 -3.2 -0.2 -0.031
H 22.172 -1.351 21.289 2.7 -0.3 3.4 -0.082
H 20.936 -0.392 20.592 -3.0 3.7 0.4 -0.083
B 24.730 -1.684 20.358 -0.7 1.0 0.6 -0.401
H 25.372 -0.832 20.516 3.2 3.9 0.7 -0.076
H 25.299 -2.565 20.102 2.6 -3.0 -1.1 -0.048
H 24.214 -1.874 21.286 -2.1 -0.8 3.2 -0.077
H 24.085 -1.520 19.509 -2.7 0.8 -3.3 -0.087
B 23.836 2.970 20.066 -0.7 -2.1 0.3 -0.352
H 24.069 4.010 19.895 1.0 3.6 -0.6 -0.038
H 22.771 2.885 19.916 -4.6 -0.4 -0.2 -0.073
H 24.283 2.365 19.292 2.2 -2.7 -3.3 -0.074
H 24.184 2.663 21.040 1.3 -1.4 4.2 -0.069
```
Positions in Å, forces in eV/Å.

Calculated values
Frontier orbital gap   7.4 eV
Total charge   -1
Relative energy (zero: lowest compared OMol25 entry of this formula, charge and spin)   8.94 kcal/mol

=====

Record 2
Formula: C3H2BrNO2S
Source: the Open Molecules 2025 dataset
Level of theory: ωB97M-V/def2-TZVPD

Structure (XYZ):
```
10
Properties=species:S:1:pos:R:3:forces:R:3:lowdin_charge:R:1
C 0.834 1.118 0.482 0.0 0.5 2.5 -0.268
C 0.420 1.516 -0.661 -2.1 0.3 -3.7 -0.508
C 1.061 -1.353 0.722 1.2 1.3 0.4 0.011
N 1.110 -0.182 0.689 0.5 -2.4 0.4 -0.031
O -1.955 -0.997 0.772 0.1 0.2 0.6 -0.432
O -0.980 -2.450 -0.871 0.0 -0.5 0.4 -0.478
S -1.164 -2.171 0.529 -1.2 -0.3 -1.2 0.770
Br 0.123 0.365 -2.138 0.5 0.2 0.1 0.754
H 0.685 1.747 1.352 0.5 0.0 0.0 0.134
H -0.133 2.407 -0.876 0.5 0.8 0.4 0.049
```
Positions in Å, forces in eV/Å.

Calculated values
Frontier orbital gap   8.9 eV
Total charge   0
Relative energy (zero: lowest compared OMol25 entry of this formula, charge and spin)   28.15 kcal/mol

=====

| no. | E (eV) | E_HOMO (eV) | LUMO energy (eV) |
| --- | --- | --- | --- |
| 1 | -2616.84299 | -5.62 | 1.8 |
| 2 | -89603.06730 | -10.00 | -1.1 |